(1)
{
  "formula": "C14H56N10O14",
  "method": "ωB97M-V/def2-TZVPD",
  "de_lowest_kcal_mol": 25.8,
  "max_force_ev_per_a": 2.00,
  "homo_energy_ev": -9.41,
  "orbital_gap_ev": 9.31,
  "lumo_ev": -0.10,
  "species": ["C", "O", "H", "H", "H", "H", "C", "O", "H", "H", "H", "H", "C", "O", "H", "H", "H", "H", "C", "O", "H", "H", "H", "H", "C", "O", "H", "H", "H", "H", "C", "O", "H", "H", "H", "H", "C", "O", "H", "H", "H", "H", "C", "O", "H", "H", "H", "H", "C", "O", "H", "H", "H", "H", "C", "O", "N", "N", "H", "H", "H", "H", "C", "O", "N", "N", "H", "H", "H", "H", "C", "O", "N", "N", "H", "H", "H", "H", "C", "O", "N", "N", "H", "H", "H", "H", "C", "O", "N", "N", "H", "H", "H", "H"],
  "xyz": [[-0.65, -3.01, 3.12], [-1.99, -2.60, 3.35], [-0.69, -3.94, 2.53], [-0.11, -2.25, 2.56], [-0.09, -3.21, 4.04], [-2.59, -3.35, 3.45], [-0.42, -3.43, -1.21], [0.44, -4.27, -1.99], [-0.11, -2.39, -1.25], [-1.43, -3.43, -1.64], [-0.42, -3.78, -0.18], [0.40, -5.16, -1.63], [-2.14, 0.82, 4.66], [-3.21, 0.63, 3.75], [-2.51, 0.75, 5.68], [-1.34, 0.08, 4.53], [-1.74, 1.83, 4.52], [-2.87, 0.69, 2.84], [3.50, 2.35, 1.13], [4.87, 2.22, 1.48], [2.81, 2.03, 1.91], [3.30, 3.35, 0.76], [3.31, 1.74, 0.24], [5.12, 1.29, 1.54], [1.12, 4.36, 3.04], [0.40, 3.31, 3.69], [0.97, 5.30, 3.56], [2.16, 4.09, 3.25], [1.03, 4.35, 1.95], [-0.54, 3.48, 3.54], [2.63, -1.21, 3.43], [2.08, -1.56, 4.68], [3.45, -0.48, 3.51], [3.03, -2.04, 2.83], [1.94, -0.61, 2.82], [2.84, -1.87, 5.18], [0.90, 3.93, -1.01], [-0.36, 3.49, -1.54], [1.58, 4.22, -1.80], [0.71, 4.74, -0.29], [1.29, 3.07, -0.45], [-0.56, 2.65, -1.12], [-4.08, 0.84, -3.83], [-2.87, 0.88, -3.06], [-4.10, -0.14, -4.31], [-4.90, 0.93, -3.12], [-4.18, 1.61, -4.59], [-2.24, 0.30, -3.52], [-2.17, 4.45, 1.55], [-2.27, 3.66, 2.74], [-2.36, 3.82, 0.68], [-2.86, 5.29, 1.49], [-1.15, 4.79, 1.44], [-3.20, 3.43, 2.84], [0.00, 0.48, 0.34], [1.13, 0.03, 0.13], [-0.89, 0.73, -0.68], [-0.42, 0.97, 1.54], [-0.68, 0.50, -1.64], [-1.88, 0.72, -0.52], [-1.27, 1.50, 1.57], [0.20, 0.68, 2.28], [3.76, -3.10, 0.05], [4.87, -3.42, 0.46], [3.14, -1.89, 0.24], [2.95, -3.94, -0.69], [2.15, -1.81, 0.14], [3.71, -1.21, 0.72], [2.30, -3.59, -1.37], [3.35, -4.85, -0.84], [3.22, -1.31, -3.80], [3.54, -2.05, -4.72], [4.11, -0.37, -3.31], [1.98, -1.29, -3.23], [5.08, -0.57, -3.51], [3.90, 0.19, -2.51], [1.68, -0.65, -2.52], [1.41, -2.01, -3.63], [-0.94, -1.12, -4.81], [-0.72, -0.85, -3.62], [-1.28, -0.13, -5.72], [-1.02, -2.40, -5.26], [-0.82, 0.76, -5.63], [-1.48, -0.48, -6.64], [-0.97, -3.10, -4.54], [-1.20, -2.59, -6.23], [-3.53, -0.84, 0.33], [-3.42, 0.16, 1.04], [-3.14, -2.09, 0.72], [-4.05, -0.73, -0.93], [-3.38, -2.89, 0.17], [-3.01, -2.15, 1.73], [-3.88, -1.49, -1.56], [-4.20, 0.17, -1.34]],
  "mulliken_charge": [-0.245, -0.604, 0.349, -0.154, 0.304, 0.263, -0.247, -0.581, -0.009, 0.267, 0.264, 0.305, -0.142, -0.530, 0.340, 0.065, 0.008, 0.310, -0.066, -0.611, 0.087, 0.334, -0.070, 0.317, -0.393, -0.491, 0.333, 0.256, -0.072, 0.342, -0.708, -0.485, 0.418, 0.376, 0.059, 0.315, -0.203, -0.609, 0.334, 0.261, -0.200, 0.290, -0.792, -0.436, 0.300, 0.343, 0.237, 0.204, -0.402, -0.529, 0.146, 0.359, 0.079, 0.302, -0.765, -0.211, 0.753, 1.016, 0.115, -0.357, -0.314, 0.049, 0.251, -0.708, 0.289, -0.198, 0.007, 0.033, 0.183, 0.217, 0.538, -0.705, -0.394, -0.032, 0.235, 0.188, 0.021, 0.030, 0.736, -0.488, -0.499, -0.394, 0.248, 0.158, 0.226, 0.170, 0.409, -0.702, -0.197, -0.304, 0.174, 0.285, 0.154, 0.193]
}


(2)
{
  "formula": "C14H56N18O14",
  "method": "ωB97M-V/def2-TZVPD",
  "de_lowest_kcal_mol": 254.7,
  "max_force_ev_per_a": 9.42,
  "homo_energy_ev": -8.07,
  "orbital_gap_ev": 8.01,
  "lumo_ev": -0.07,
  "species": ["C", "O", "N", "N", "H", "H", "H", "H", "C", "O", "N", "N", "H", "H", "H", "H", "C", "O", "N", "N", "H", "H", "H", "H", "C", "O", "N", "N", "H", "H", "H", "H", "C", "O", "N", "N", "H", "H", "H", "H", "C", "O", "N", "N", "H", "H", "H", "H", "C", "O", "N", "N", "H", "H", "H", "H", "C", "O", "N", "N", "H", "H", "H", "H", "C", "O", "N", "N", "H", "H", "H", "H", "C", "O", "H", "H", "H", "H", "C", "O", "H", "H", "H", "H", "C", "O", "H", "H", "H", "H", "C", "O", "H", "H", "H", "H", "C", "O", "H", "H", "H", "H"],
  "xyz": [[-1.17, 3.57, -0.75], [-2.25, 3.32, 0.10], [-0.10, 4.09, -0.33], [-1.20, 3.15, -1.97], [-0.05, 4.36, 0.63], [0.77, 4.05, -0.87], [-2.07, 2.55, -2.11], [-0.41, 3.20, -2.61], [-1.65, -2.83, 3.21], [-1.40, -1.65, 2.56], [-1.10, -3.09, 4.37], [-2.53, -3.72, 2.78], [-0.64, -2.34, 4.94], [-1.20, -3.99, 4.86], [-3.10, -3.62, 1.87], [-2.71, -4.66, 3.19], [4.25, -1.55, -0.32], [2.88, -1.45, -0.41], [5.03, -1.51, -1.35], [4.86, -1.74, 0.77], [4.54, -1.51, -2.29], [6.07, -1.61, -1.36], [4.35, -1.60, 1.63], [5.82, -2.10, 0.74], [-3.74, 0.89, -1.46], [-4.48, 0.89, -0.31], [-3.60, 1.87, -2.28], [-3.12, -0.17, -1.85], [-4.12, 2.69, -1.99], [-3.45, 1.67, -3.27], [-3.17, -0.93, -1.20], [-2.51, -0.21, -2.56], [3.58, 1.34, -2.21], [3.81, 1.49, -0.85], [4.33, 1.93, -3.12], [2.56, 0.69, -2.67], [4.94, 2.59, -2.69], [4.46, 1.81, -4.16], [1.80, 0.54, -2.00], [2.31, 0.54, -3.65], [0.89, 2.06, -5.43], [1.83, 0.99, -5.43], [-0.16, 1.93, -4.69], [1.02, 3.17, -6.04], [-0.22, 1.03, -4.20], [-0.91, 2.63, -4.63], [1.69, 3.32, -6.82], [0.51, 4.06, -5.81], [-0.11, 2.88, 3.54], [-0.21, 3.70, 2.43], [0.68, 1.83, 3.53], [-0.75, 2.96, 4.65], [1.25, 1.64, 2.67], [0.83, 1.18, 4.32], [-1.25, 3.85, 4.82], [-0.65, 2.36, 5.44], [-4.22, -2.67, 0.14], [-5.56, -2.61, -0.04], [-3.44, -1.68, 0.47], [-3.63, -3.81, 0.34], [-4.02, -0.77, 0.29], [-2.56, -1.68, 1.04], [-4.25, -4.60, 0.27], [-2.50, -3.91, 0.29], [2.08, -2.09, 3.11], [3.44, -1.88, 3.08], [1.55, -3.14, 3.67], [1.23, -1.28, 2.59], [2.12, -3.81, 4.20], [0.48, -3.23, 3.87], [1.66, -0.39, 2.31], [0.22, -1.36, 2.54], [-0.16, 0.53, 0.13], [0.18, 0.88, -1.18], [-1.12, 0.06, 0.28], [-0.15, 1.42, 0.71], [0.60, -0.19, 0.44], [-0.34, 1.64, -1.45], [-0.49, -2.99, -0.63], [-1.01, -4.04, 0.12], [0.20, -3.47, -1.31], [0.09, -2.35, 0.01], [-1.27, -2.46, -1.15], [-0.40, -4.33, 0.81], [-2.94, 1.28, 2.43], [-3.01, 1.33, 3.82], [-1.96, 1.61, 2.15], [-3.61, 1.96, 1.92], [-3.13, 0.25, 2.02], [-2.37, 1.98, 4.13], [-0.26, -1.44, -3.73], [-1.42, -0.77, -4.06], [-0.24, -2.47, -3.86], [0.05, -1.21, -2.69], [0.51, -1.08, -4.38], [-2.13, -1.43, -4.22], [3.65, 1.36, 2.33], [2.55, 1.00, 1.50], [3.40, 0.96, 3.27], [3.89, 2.40, 2.39], [4.52, 0.71, 2.09], [2.75, 1.27, 0.65]],
  "mulliken_charge": [0.214, -0.628, -0.126, -0.502, 0.357, 0.193, 0.427, 0.109, 0.076, -0.444, -0.575, -0.342, 0.390, 0.177, 0.238, 0.225, 0.218, -0.337, -0.400, -0.217, 0.264, 0.158, 0.188, 0.178, 0.626, -0.762, -0.467, -0.073, 0.300, 0.274, -0.053, 0.218, 0.194, -0.784, -0.349, 0.455, 0.280, 0.211, -0.395, 0.172, 0.593, -0.783, -0.080, -0.364, -0.308, 0.270, 0.286, 0.199, 0.319, -0.725, 0.130, -0.475, 0.154, 0.198, 0.304, 0.189, 0.368, -0.799, 0.270, -0.405, 0.446, -0.655, 0.191, 0.364, 0.497, -0.892, -0.352, 1.058, 0.217, 0.361, -0.745, 0.116, 1.251, 0.963, -0.705, 0.276, -1.062, -0.345, 0.011, -0.658, 0.285, 0.019, 0.022, 0.358, 0.858, -0.653, -0.588, 0.281, -0.163, 0.525, -0.545, -0.731, 0.514, -0.109, 0.422, 0.312, -1.145, 0.088, 0.466, 0.335, 0.191, -0.110]
}


(3)
{
  "formula": "C14H56N28O14",
  "method": "ωB97M-V/def2-TZVPD",
  "de_lowest_kcal_mol": 261.6,
  "max_force_ev_per_a": 11.84,
  "homo_energy_ev": -8.66,
  "orbital_gap_ev": 8.26,
  "lumo_ev": -0.40,
  "species": ["C", "O", "N", "N", "H", "H", "H", "H", "C", "O", "N", "N", "H", "H", "H", "H", "C", "O", "N", "N", "H", "H", "H", "H", "C", "O", "N", "N", "H", "H", "H", "H", "C", "O", "N", "N", "H", "H", "H", "H", "C", "O", "N", "N", "H", "H", "H", "H", "C", "O", "N", "N", "H", "H", "H", "H", "C", "O", "N", "N", "H", "H", "H", "H", "C", "O", "N", "N", "H", "H", "H", "H", "C", "O", "N", "N", "H", "H", "H", "H", "C", "O", "N", "N", "H", "H", "H", "H", "C", "O", "N", "N", "H", "H", "H", "H", "C", "O", "N", "N", "H", "H", "H", "H", "C", "O", "N", "N", "H", "H", "H", "H"],
  "xyz": [[-1.82, -0.13, 4.72], [-1.81, 1.06, 5.01], [-1.40, -1.07, 5.49], [-2.32, -0.52, 3.57], [-1.35, -1.94, 4.97], [-0.76, -0.93, 6.25], [-2.03, -1.42, 3.21], [-2.26, 0.28, 2.96], [0.12, -0.33, -0.01], [-0.34, -1.38, -0.40], [-0.51, 0.76, 0.35], [1.37, -0.10, 0.08], [-1.51, 0.66, 0.24], [-0.20, 1.70, 0.55], [1.78, 0.79, 0.32], [1.96, -0.91, 0.15], [-3.38, -0.66, -2.03], [-3.00, 0.18, -1.21], [-4.44, -0.50, -2.77], [-2.75, -1.81, -2.28], [-4.73, -1.18, -3.46], [-5.04, 0.31, -2.69], [-3.12, -2.48, -2.94], [-1.77, -1.82, -2.06], [5.34, 3.45, 1.13], [6.58, 3.53, 0.87], [4.71, 4.41, 1.71], [4.66, 2.41, 0.95], [3.70, 4.44, 1.73], [5.24, 5.09, 2.23], [5.10, 1.72, 0.36], [3.67, 2.35, 1.14], [4.62, -0.16, -1.98], [4.92, 0.69, -1.13], [3.74, -1.10, -1.79], [5.14, -0.26, -3.16], [3.18, -1.16, -0.95], [3.49, -1.74, -2.52], [5.89, 0.36, -3.44], [4.72, -0.75, -3.94], [-2.85, -3.50, 1.37], [-2.97, -4.66, 1.81], [-1.88, -2.72, 1.59], [-3.56, -3.06, 0.39], [-1.11, -2.96, 2.20], [-1.81, -1.85, 1.07], [-4.41, -3.48, 0.05], [-3.09, -2.32, -0.12], [-4.46, 3.13, -2.64], [-4.82, 2.14, -3.20], [-4.73, 4.33, -3.04], [-3.67, 3.10, -1.63], [-4.39, 5.15, -2.57], [-5.05, 4.52, -3.98], [-3.18, 2.34, -1.18], [-3.31, 3.98, -1.29], [-6.01, -0.11, 1.68], [-6.24, -1.09, 2.31], [-6.96, 0.87, 1.56], [-4.81, 0.12, 1.14], [-6.76, 1.65, 0.96], [-7.81, 0.79, 2.11], [-4.85, 0.70, 0.32], [-4.01, -0.44, 1.40], [2.14, 1.54, 3.36], [2.13, 1.90, 2.22], [1.70, 0.32, 3.72], [2.26, 2.38, 4.38], [1.57, 0.08, 4.70], [1.47, -0.32, 2.98], [2.27, 3.35, 4.10], [1.74, 2.04, 5.18], [1.07, -1.80, -3.95], [1.61, -0.72, -4.00], [1.61, -2.97, -4.24], [-0.07, -1.91, -3.47], [2.50, -3.18, -4.66], [0.91, -3.70, -4.18], [-0.42, -1.11, -2.97], [-0.51, -2.82, -3.42], [-1.60, 3.51, 1.89], [-2.79, 3.80, 1.72], [-1.06, 2.95, 2.90], [-0.57, 3.83, 1.14], [-0.06, 2.98, 3.04], [-1.66, 2.54, 3.60], [-0.79, 4.52, 0.43], [0.38, 3.97, 1.46], [3.93, -2.11, 1.62], [3.09, -2.31, 0.77], [4.40, -2.93, 2.49], [4.53, -0.92, 1.54], [4.94, -2.57, 3.27], [4.09, -3.89, 2.50], [5.31, -0.75, 2.15], [4.22, -0.26, 0.83], [0.16, 2.79, -3.25], [0.13, 3.76, -2.61], [0.88, 2.54, -4.24], [-0.49, 1.79, -2.86], [1.48, 3.30, -4.54], [1.05, 1.57, -4.47], [-1.06, 1.95, -2.04], [-0.67, 0.97, -3.43], [2.74, -5.45, -1.56], [3.82, -5.74, -1.23], [2.08, -4.33, -1.39], [1.97, -6.26, -2.04], [2.43, -3.66, -0.73], [1.10, -4.20, -1.62], [1.24, -5.71, -2.47], [2.12, -7.25, -2.18]],
  "mulliken_charge": [0.774, -0.748, -0.385, -0.033, 0.191, 0.255, 0.039, -0.069, -0.426, -0.197, 1.090, 1.206, -0.636, 0.175, -0.450, -0.363, 0.288, 0.174, -0.241, -0.226, 0.175, 0.231, 0.218, -0.132, 0.659, -0.784, -0.336, 0.118, 0.176, 0.222, 0.209, -0.004, 0.672, -0.696, 0.280, -0.425, -0.399, -0.019, 0.289, 0.145, 0.437, -0.788, 0.126, -0.038, 0.231, -0.505, 0.192, -0.321, 0.725, -0.734, -0.423, -0.003, 0.152, 0.248, -0.205, 0.145, 0.528, -0.643, -0.378, 0.149, 0.155, 0.210, 0.011, -0.029, 0.373, -0.496, -0.241, -0.444, 0.169, -0.004, 0.294, 0.189, 0.703, -0.604, -0.292, -0.028, 0.214, 0.072, -0.391, 0.268, 0.649, -0.708, -0.101, -0.325, 0.022, 0.232, 0.188, 0.058, 0.375, -0.494, -0.438, -0.025, 0.160, 0.278, 0.197, -0.142, 0.658, -0.660, -0.349, 0.031, 0.252, 0.177, -0.312, 0.158, 0.588, -0.669, -0.009, -0.267, 0.015, 0.066, 0.161, 0.195]
}


(4)
{
  "formula": "C14H56N28O14",
  "method": "ωB97M-V/def2-TZVPD",
  "de_lowest_kcal_mol": 70.9,
  "max_force_ev_per_a": 2.87,
  "homo_energy_ev": -9.35,
  "orbital_gap_ev": 9.03,
  "lumo_ev": -0.32,
  "species": ["C", "O", "N", "N", "H", "H", "H", "H", "C", "O", "N", "N", "H", "H", "H", "H", "C", "O", "N", "N", "H", "H", "H", "H", "C", "O", "N", "N", "H", "H", "H", "H", "C", "O", "N", "N", "H", "H", "H", "H", "C", "O", "N", "N", "H", "H", "H", "H", "C", "O", "N", "N", "H", "H", "H", "H", "C", "O", "N", "N", "H", "H", "H", "H", "C", "O", "N", "N", "H", "H", "H", "H", "C", "O", "N", "N", "H", "H", "H", "H", "C", "O", "N", "N", "H", "H", "H", "H", "C", "O", "N", "N", "H", "H", "H", "H", "C", "O", "N", "N", "H", "H", "H", "H", "C", "O", "N", "N", "H", "H", "H", "H"],
  "xyz": [[-5.45, 1.93, 0.15], [-6.57, 2.09, -0.30], [-4.73, 0.76, 0.03], [-4.68, 2.90, 0.72], [-4.99, 0.10, -0.69], [-3.74, 0.87, 0.17], [-5.01, 3.80, 1.01], [-3.91, 2.50, 1.23], [-2.62, -2.94, 0.64], [-1.43, -3.02, 0.34], [-3.11, -2.43, 1.83], [-3.61, -3.11, -0.29], [-4.09, -2.31, 1.96], [-2.53, -1.91, 2.45], [-3.43, -3.45, -1.22], [-4.42, -2.55, -0.10], [2.57, 2.11, 3.51], [1.55, 2.65, 3.92], [2.60, 1.22, 2.49], [3.81, 2.46, 4.00], [1.76, 0.95, 2.01], [3.47, 0.82, 2.16], [3.81, 3.12, 4.76], [4.62, 1.87, 3.94], [5.37, -2.62, -1.40], [6.01, -3.16, -2.29], [4.02, -2.73, -1.20], [6.01, -1.91, -0.41], [3.56, -2.15, -0.52], [3.56, -3.28, -1.90], [6.97, -2.16, -0.27], [5.51, -1.20, 0.10], [-1.89, 3.21, 2.78], [-2.10, 2.04, 2.40], [-0.75, 3.88, 2.48], [-2.83, 3.94, 3.42], [-0.08, 3.36, 1.92], [-0.52, 4.72, 2.97], [-2.73, 4.82, 3.89], [-3.69, 3.42, 3.54], [2.63, -0.56, -3.88], [2.00, -1.24, -3.06], [2.83, 0.77, -3.70], [3.16, -1.08, -5.02], [3.51, 1.28, -4.23], [2.44, 1.27, -2.92], [3.37, -0.46, -5.78], [3.06, -2.06, -5.24], [-5.16, 0.95, 4.38], [-4.89, 1.94, 5.05], [-6.23, 0.13, 4.68], [-4.49, 0.61, 3.23], [-6.48, -0.53, 3.97], [-6.65, 0.27, 5.58], [-3.54, 0.93, 3.12], [-4.94, -0.02, 2.59], [0.29, -5.74, 0.37], [-0.27, -6.39, -0.51], [1.07, -4.66, 0.09], [0.23, -6.10, 1.70], [1.16, -4.43, -0.88], [1.68, -4.24, 0.78], [0.76, -5.63, 2.41], [-0.66, -6.51, 1.92], [-2.16, 2.21, -3.65], [-1.26, 3.04, -3.71], [-3.29, 2.30, -4.43], [-2.09, 1.12, -2.84], [-4.07, 1.77, -4.09], [-3.48, 3.14, -4.95], [-2.90, 0.56, -2.65], [-1.24, 1.04, -2.31], [-0.20, 4.52, -0.93], [-0.80, 5.59, -0.81], [1.16, 4.51, -1.17], [-0.71, 3.29, -0.68], [1.54, 3.60, -1.37], [1.60, 5.40, -1.27], [-1.64, 3.34, -0.29], [-0.04, 2.57, -0.43], [4.96, 1.24, -0.14], [4.86, 0.57, 0.89], [3.86, 1.54, -0.89], [6.13, 1.82, -0.55], [3.82, 2.26, -1.58], [3.01, 1.29, -0.38], [6.99, 1.47, -0.16], [6.17, 2.11, -1.51], [0.33, 0.12, 0.09], [1.03, 1.13, -0.07], [-0.76, -0.06, 0.88], [0.49, -0.96, -0.72], [-1.17, 0.67, 1.45], [-0.89, -1.02, 1.17], [1.14, -0.99, -1.50], [-0.14, -1.75, -0.59], [-0.74, -2.38, -5.74], [-1.74, -2.86, -6.25], [-0.66, -2.03, -4.42], [0.47, -2.15, -6.37], [-1.46, -2.34, -3.91], [0.16, -1.59, -4.03], [0.61, -2.74, -7.16], [1.06, -1.40, -6.05], [1.74, -2.34, 3.20], [2.56, -2.75, 2.40], [2.06, -1.79, 4.40], [0.38, -2.44, 2.98], [2.98, -1.39, 4.51], [1.34, -1.45, 5.01], [-0.34, -2.26, 3.66], [0.13, -2.67, 2.03]],
  "mulliken_charge": [0.464, -0.684, -0.094, -0.136, 0.226, -0.001, 0.255, -0.138, 0.582, -0.510, -0.290, -0.494, 0.196, 0.196, 0.240, 0.136, 0.504, -0.683, 0.275, -0.424, -0.255, 0.122, 0.250, 0.176, 0.535, -0.704, -0.102, -0.251, 0.068, 0.145, 0.191, 0.147, 0.469, -0.823, -0.041, -0.349, -0.202, 0.193, 0.180, 0.149, 0.464, -0.740, -0.272, -0.442, 0.188, -0.025, 0.160, 0.358, 0.604, -0.645, -0.375, 0.084, 0.156, 0.241, -0.019, 0.103, 0.661, -0.659, -0.119, -0.461, 0.048, 0.094, 0.223, 0.220, 0.592, -0.628, -0.443, -0.016, 0.158, 0.267, 0.146, -0.042, 0.573, -0.745, -0.347, 0.649, 0.161, 0.197, -0.007, -0.436, 0.677, -0.843, 0.224, -0.474, 0.234, -0.390, 0.301, 0.178, -0.019, -0.299, 0.619, 0.725, 0.083, -0.321, -0.100, -0.082, 0.540, -0.639, -0.130, -0.372, 0.036, 0.166, 0.196, 0.242, 0.694, -0.631, -0.426, -0.067, 0.233, 0.157, 0.199, -0.155]
}